Record 1
{
  "formula": "C36H42BEuN10O2",
  "method": "ωB97M-V with the def2-TZVPD basis set",
  "e_homo_ev": [-9.27, -10.63],
  "energy_ha": -2830.2597,
  "multiplicity": 8,
  "gap_ev": [7.4, 8.8],
  "molar_mass_g_mol": 809.58,
  "charge": 1,
  "elements": ["Eu", "C", "C", "C", "C", "N", "N", "B", "N", "N", "C", "C", "C", "C", "C", "C", "C", "C", "C", "C", "N", "N", "C", "C", "C", "C", "C", "C", "C", "C", "C", "C", "C", "C", "C", "C", "C", "C", "H", "H", "H", "H", "H", "H", "H", "H", "H", "H", "H", "H", "H", "H", "H", "H", "H", "H", "H", "H", "H", "H", "H", "H", "H", "H", "H", "H", "N", "C", "C", "C", "C", "N", "C", "N", "N", "C", "O", "O", "H", "H", "H", "H", "H", "H", "H", "H", "H", "H", "H", "H", "H", "H"],
  "xyz": [[0.000, 0.525, 0.411], [-3.507, -2.757, 3.759], [-2.902, -2.377, 2.451], [-2.554, -3.240, 1.409], [-1.884, -2.472, 0.468], [-1.742, -1.235, 0.955], [-2.373, -1.188, 2.126], [-2.728, 0.173, 2.688], [-1.596, 0.910, 3.383], [-0.392, 0.934, 2.830], [0.403, 1.552, 3.724], [-0.331, 1.819, 4.908], [-1.637, 1.372, 4.651], [-2.864, 1.617, 5.464], [1.853, 1.583, 3.358], [2.224, 2.336, 2.237], [3.526, 2.288, 1.749], [4.504, 1.597, 2.451], [4.208, 0.971, 3.666], [2.851, 0.928, 4.107], [-3.236, 1.020, 1.475], [-2.318, 1.578, 0.691], [-2.927, 2.019, -0.418], [-4.268, 1.790, -0.311], [-4.500, 1.145, 0.902], [-5.785, 0.905, 1.627], [-2.157, 2.693, -1.504], [-1.308, 3.736, -1.154], [-0.766, 4.554, -2.188], [-0.885, 4.144, -3.498], [-1.677, 3.109, -3.849], [-2.348, 2.376, -2.832], [-1.419, -2.873, -0.857], [-0.915, -4.154, -1.033], [-0.321, -4.601, -2.249], [-0.291, -3.759, -3.354], [-0.848, -2.438, -3.217], [-1.408, -2.013, -2.006], [-3.619, -1.886, 4.375], [-4.488, -3.190, 3.533], [-2.783, -3.450, 4.183], [-2.956, -4.241, 1.373], [-3.620, -0.111, 3.504], [0.021, 2.255, 5.830], [-2.540, 1.893, 6.488], [-3.466, 2.451, 5.030], [-3.479, 0.743, 5.535], [1.443, 2.911, 1.764], [3.839, 2.792, 0.851], [5.555, 1.430, 2.055], [5.043, 0.518, 4.199], [2.597, 0.264, 4.938], [-4.962, 2.152, -1.029], [-6.656, 0.831, 0.908], [-5.853, 0.069, 2.245], [-6.100, 1.774, 2.250], [-1.245, 3.897, -0.077], [-0.113, 5.389, -1.852], [-0.464, 4.773, -4.232], [-1.788, 2.723, -4.887], [-2.955, 1.445, -3.045], [-0.908, -4.838, -0.213], [-0.038, -5.622, -2.354], [0.085, -3.942, -4.344], [-0.847, -1.736, -4.044], [-1.759, -0.979, -2.071], [1.118, 1.495, -1.944], [1.998, 0.398, -2.443], [2.862, 0.803, -3.591], [3.833, -0.290, -4.012], [3.373, -1.829, -3.920], [3.119, -2.412, -2.585], [4.080, -2.781, -1.732], [5.322, -3.037, -2.159], [3.696, -3.016, -0.416], [2.839, -0.026, -1.201], [4.032, 0.135, -1.208], [2.116, -0.591, -0.246], [0.496, 1.975, -2.562], [1.698, 2.226, -1.580], [1.265, -0.419, -2.657], [3.435, 1.702, -3.309], [2.268, 1.109, -4.474], [4.724, -0.179, -3.400], [4.240, -0.113, -5.034], [4.171, -2.358, -4.439], [2.473, -2.040, -4.556], [2.182, -2.398, -2.138], [5.537, -2.596, -2.975], [5.990, -3.220, -1.422], [3.000, -2.337, -0.130], [4.504, -3.079, 0.199]],
  "mulliken_charge": [1.262, -1.414, 0.651, -1.080, -0.386, -0.206, 0.831, -1.044, 0.601, -0.067, -0.063, -0.999, 0.815, -1.385, 0.086, -0.492, -0.581, -0.410, -0.569, -0.537, 0.784, -0.206, -0.550, -0.966, 0.528, -1.646, 0.746, 0.071, -0.795, -0.439, -0.906, -0.074, 0.527, -0.684, -0.961, -0.542, -0.589, -0.003, 0.195, 0.375, 0.368, 0.528, -0.231, 0.512, 0.367, 0.233, 0.279, 0.839, 0.420, 0.307, 0.395, 0.427, 0.623, 0.385, 0.368, 0.274, 0.459, 0.364, 0.500, 0.369, 0.318, 0.481, 0.502, 0.482, 0.442, 0.774, 0.027, 1.001, -1.035, -0.372, -1.220, 0.275, 0.592, -0.390, -0.402, 0.733, -0.669, -0.844, -0.041, 0.305, -0.695, 0.228, 0.432, 0.222, 0.509, 0.553, 0.272, -0.044, 0.192, 0.253, 0.140, 0.317]
}

Record 2
{
  "formula": "C36H42BiI2N6O3P",
  "method": "ωB97M-V with the def2-TZVPD basis set",
  "e_homo_ev": -12.88,
  "energy_ha": -3102.1133,
  "gap_ev": 7.0,
  "molar_mass_g_mol": 1100.53,
  "charge": 2,
  "elements": ["Bi", "C", "C", "N", "C", "C", "N", "C", "C", "N", "C", "C", "N", "C", "C", "C", "C", "C", "C", "C", "N", "H", "H", "H", "H", "H", "H", "H", "H", "H", "H", "H", "H", "H", "H", "H", "H", "H", "H", "H", "H", "H", "H", "H", "O", "N", "C", "C", "C", "C", "C", "C", "C", "P", "C", "C", "C", "C", "C", "C", "C", "C", "C", "C", "C", "C", "H", "H", "H", "H", "H", "H", "H", "H", "H", "H", "H", "H", "H", "H", "H", "H", "C", "O", "C", "O", "H", "H", "H", "I", "I"],
  "xyz": [[-0.165, 0.440, 0.998], [-2.426, 2.462, 4.575], [-1.523, 1.727, 3.644], [-1.438, 1.886, 2.387], [-1.991, 2.954, 1.565], [-0.837, 3.909, 1.200], [0.434, 3.202, 0.942], [1.240, 3.636, -0.221], [1.347, 2.603, -1.342], [1.768, 1.276, -0.886], [3.062, 1.164, -0.217], [3.169, -0.199, 0.463], [2.172, -0.288, 1.536], [2.461, -0.679, 2.714], [3.771, -1.273, 3.135], [1.405, -0.440, 3.759], [1.455, -0.918, 5.058], [0.451, -0.546, 5.943], [-0.555, 0.308, 5.528], [-0.546, 0.741, 4.211], [0.412, 0.362, 3.371], [-1.850, 2.973, 5.347], [-3.079, 1.740, 5.071], [-3.051, 3.184, 4.061], [-2.793, 3.507, 2.050], [-2.397, 2.489, 0.665], [-0.707, 4.620, 2.018], [-1.128, 4.484, 0.321], [1.007, 3.290, 1.769], [2.237, 3.902, 0.132], [0.827, 4.548, -0.655], [2.025, 3.016, -2.100], [0.371, 2.477, -1.817], [1.728, 0.623, -1.663], [3.140, 1.941, 0.548], [3.917, 1.293, -0.891], [4.181, -0.339, 0.839], [2.969, -0.979, -0.277], [4.437, -0.494, 3.513], [4.264, -1.778, 2.310], [3.631, -1.999, 3.933], [2.256, -1.562, 5.391], [0.465, -0.914, 6.960], [-1.331, 0.620, 6.212], [-1.602, 0.749, -1.994], [-2.204, 0.363, -0.815], [-2.775, -0.783, -0.778], [-2.794, -1.753, -1.896], [-4.016, -2.068, -2.489], [-4.054, -2.876, -3.611], [-2.870, -3.358, -4.152], [-1.656, -3.064, -3.552], [-1.590, -2.287, -2.393], [0.034, -1.984, -1.540], [0.473, -3.613, -0.827], [-0.066, -4.839, -1.207], [0.364, -6.016, -0.606], [1.343, -5.985, 0.376], [1.885, -4.768, 0.767], [1.444, -3.595, 0.175], [1.086, -1.885, -3.041], [1.931, -2.909, -3.473], [2.555, -2.825, -4.713], [2.347, -1.726, -5.531], [1.545, -0.681, -5.090], [0.929, -0.756, -3.852], [-1.865, 0.121, -2.695], [-3.282, -1.004, 0.156], [-4.932, -1.655, -2.084], [-5.002, -3.110, -4.077], [-2.892, -3.968, -5.046], [-0.741, -3.440, -3.994], [-0.834, -4.890, -1.968], [-0.066, -6.961, -0.912], [1.679, -6.904, 0.839], [2.647, -4.737, 1.537], [1.849, -2.642, 0.505], [2.078, -3.789, -2.859], [3.192, -3.635, -5.044], [2.809, -1.678, -6.508], [1.388, 0.187, -5.719], [0.293, 0.063, -3.529], [-2.031, -3.645, 1.841], [-1.299, -2.493, 1.353], [-1.422, -1.349, 2.036], [-2.106, -1.240, 3.028], [-1.577, -4.006, 2.761], [-1.950, -4.395, 1.060], [-3.068, -3.382, 2.032], [5.372, -1.759, -2.040], [5.464, -0.046, -4.050]],
  "mulliken_charge": [3.254, -1.979, 0.742, -0.082, -0.839, -0.720, -0.290, -1.340, -0.545, 0.009, -1.030, -0.438, 0.714, 0.757, -2.074, 0.485, -0.881, -1.092, -0.861, 0.579, 0.088, 0.399, 0.449, 0.359, 0.612, -0.001, 0.346, 0.489, 0.270, 0.460, 0.500, 0.564, 0.253, -0.264, 0.497, 0.299, 0.837, -0.393, 0.304, 0.478, 0.521, 0.353, 0.465, 0.468, -0.290, -0.553, -1.132, 0.146, -0.685, -0.823, -0.777, -0.913, 0.409, 2.159, 0.440, -0.817, -0.682, -0.788, -0.708, -0.230, 0.542, -0.149, -0.822, -0.740, -0.938, -0.098, 0.456, 0.829, 0.532, 0.443, 0.473, 0.539, 0.413, 0.454, 0.392, 0.470, 0.203, 0.437, 0.469, 0.422, 0.485, -0.037, -0.878, 0.185, 0.129, -0.561, 0.261, 0.245, 0.364, 0.018, -0.020]
}

Which formula does entry 1 have? C36H42BEuN10O2

Which formula does entry 2 have? C36H42BiI2N6O3P